[1]
134
Properties=species:S:1:pos:R:3 method="wB97M-V/def2-TZVPD" charge=+1 e_homo_ev=-9.088 orbital_gap_ha=0.23430 energy_ha=-2531.30874
C -3.1536 6.7539 0.6317
C -2.3529 5.5316 1.1048
C -3.2529 4.3105 1.0532
C -2.7172 3.0974 1.8355
C -3.8967 2.3514 2.4864
C -3.5881 0.9214 2.8591
C -4.6630 0.3008 3.7275
N -5.9455 0.4393 3.0658
C -7.0088 -0.1556 3.8896
B -7.4934 0.7899 5.0680
O -8.5515 0.3935 5.8307
O -6.8815 1.9696 5.3804
C -5.9810 -0.0953 1.6855
P -6.9321 1.1561 0.5965
C -7.7146 2.3098 1.7885
C -8.3413 0.1843 -0.1207
C -9.7335 0.6094 0.3528
C -4.6268 -0.5684 1.0760
C -4.6234 -0.3315 -0.4243
O -3.4849 -1.0364 -0.9534
C -2.9178 -0.4559 -2.0524
C -1.4652 -0.7730 -2.2132
O -3.5367 0.2196 -2.8447
N -3.3729 0.0635 1.6325
C -2.3056 -0.9110 1.8930
C -1.0677 -0.6885 1.3475
C -0.0629 -1.5866 1.5949
N -0.1642 -2.6739 2.3583
C -1.3860 -2.8503 2.8652
C -2.4701 -2.0364 2.6615
H -4.1576 6.7491 1.0461
H -2.6836 7.6810 0.9458
H -3.2314 6.7812 -0.4507
H -1.4993 5.4466 0.4375
H -2.0197 5.7524 2.1133
H -4.1827 4.5911 1.5472
H -3.5292 4.0260 0.0415
H -2.1691 2.4540 1.1423
H -2.0514 3.4239 2.6279
H -4.1452 2.8655 3.4115
H -4.7632 2.4479 1.8382
H -2.6512 0.9129 3.4048
H -4.6651 0.8667 4.6529
H -4.4552 -0.7388 4.0077
H -7.8908 -0.3792 3.2952
H -6.6641 -1.1023 4.3245
H -8.4243 0.7742 6.7084
H -6.3649 2.2954 4.6371
H -6.6015 -0.9904 1.7017
H -8.4467 1.8420 2.4415
H -6.9771 2.7586 2.4387
H -8.2184 3.1150 1.2664
H -8.2366 -0.8773 0.0958
H -8.3117 0.2893 -1.1999
H -9.8574 0.3826 1.4055
H -9.9194 1.6626 0.1830
H -10.5027 0.0800 -0.1967
H -4.5578 -1.6397 1.1971
H -5.5288 -0.7080 -0.8874
H -4.5039 0.7233 -0.6427
H -0.9102 0.0833 -2.5714
H -1.3628 -1.5905 -2.9186
H -1.0078 -1.1100 -1.2899
H -2.9914 0.6849 0.9153
H -0.8789 0.1737 0.7273
H 0.8996 -1.4079 1.1344
H -1.5227 -3.7201 3.4917
H -3.4191 -2.2955 3.0959
C 4.0985 -5.4110 -3.2640
C 3.0085 -5.8483 -2.2981
N 3.1012 -5.1904 -1.0081
C 2.2918 -5.8116 0.0254
C 0.7680 -5.8095 -0.1502
C 3.0881 -3.7423 -1.0391
C 1.8954 -3.0492 -1.7112
H 5.0837 -5.5173 -2.8077
H 4.0729 -6.0309 -4.1605
H 3.9737 -4.3740 -3.5802
H 3.1100 -6.9240 -2.1356
H 2.0263 -5.7009 -2.7754
H 2.5382 -5.3502 0.9856
H 2.6199 -6.8514 0.1165
H 0.3399 -4.8190 0.0076
H 0.3146 -6.4735 0.5886
H 0.4675 -6.1658 -1.1361
H 3.9983 -3.4033 -1.5415
H 3.1879 -3.3732 -0.0147
H 1.6724 -3.4660 -2.6940
H 2.1251 -1.9894 -1.8540
H 0.9928 -3.1029 -1.1002
C 7.7827 -3.2320 -2.0766
C 9.0735 -4.0284 -2.1861
N 9.5598 -4.4917 -0.9026
C 10.9323 -4.9661 -0.9359
C 11.2503 -6.1969 -1.7926
C 8.6253 -5.2922 -0.1315
C 8.0526 -6.5579 -0.7814
H 7.8849 -2.4202 -1.3549
H 7.5339 -2.7932 -3.0441
H 6.9420 -3.8605 -1.7761
H 9.8366 -3.3801 -2.6245
H 8.9240 -4.8537 -2.9004
H 11.2606 -5.1529 0.0899
H 11.5559 -4.1382 -1.2883
H 10.8659 -7.1140 -1.3484
H 12.3326 -6.3130 -1.8773
H 10.8527 -6.1074 -2.8040
H 7.7850 -4.6512 0.1515
H 9.0988 -5.5587 0.8163
H 7.6770 -6.3697 -1.7886
H 7.2130 -6.9243 -0.1865
H 8.7839 -7.3628 -0.8324
C 0.0713 6.1182 -2.9061
C 1.0639 7.2062 -2.5280
N 1.7983 6.9035 -1.3147
C 2.5013 8.0479 -0.7586
C 3.6230 8.6796 -1.5898
C 2.5286 5.6485 -1.3188
C 3.5589 5.4170 -2.4304
H -0.5856 5.8856 -2.0651
H -0.5511 6.4524 -3.7368
H 0.5681 5.1994 -3.2212
H 0.5054 8.1311 -2.3626
H 1.7282 7.3975 -3.3846
H 2.8988 7.7694 0.2210
H 1.7547 8.8221 -0.5538
H 4.5132 8.0529 -1.6179
H 3.9171 9.6309 -1.1426
H 3.3102 8.8848 -2.6139
H 1.7988 4.8333 -1.3622
H 3.0163 5.5299 -0.3482
H 3.1568 5.6443 -3.4185
H 3.8584 4.3667 -2.4371
H 4.4625 6.0053 -2.2835

[2]
47
Properties=species:S:1:pos:R:3 method="wB97M-V/def2-TZVPD" charge=+1 s_squared=0.755 multiplicity=2 e_homo_ev="-13.765 / -13.765" orbital_gap_ha="0.38098 / 0.16419" energy_ha=-1127.29271
C 0.3993 3.0789 -0.0692
O 1.1390 1.9629 -0.5842
C -1.0632 2.8028 -0.2628
N -1.4822 1.7320 0.6703
H 0.5374 3.1964 0.9923
H 0.7637 4.0250 -0.4919
H 0.6448 1.6542 -1.4250
H -1.7381 3.6773 -0.2022
H -1.4454 2.5620 -1.2750
H -0.8450 0.9253 0.5931
H -2.2931 1.2508 0.2536
H -2.6326 -0.7091 -1.9765
H -2.0414 -0.6197 -3.5175
O -2.2783 -0.1240 -2.7244
H -3.7988 0.4807 1.6198
H -2.5485 -0.5121 1.7514
O -3.3629 -0.2884 1.2450
H 4.2062 -2.1454 -0.4976
H 3.4475 -1.3334 0.5940
O 3.8648 -2.1772 0.3978
H -1.3452 -1.7790 0.7284
H -0.1102 -2.7508 0.9655
O -1.0967 -2.6774 1.0009
H 1.0755 -0.9078 -2.2783
H 2.1428 -2.0963 -2.2172
O 1.4366 -1.6723 -2.7220
H -0.5369 1.9764 -3.3548
H -0.8436 0.4689 -2.8263
O -0.2831 1.2861 -2.7314
H 3.5157 -0.4484 -2.5912
H 3.3006 0.4696 -1.4143
O 3.6206 -0.4183 -1.6306
H -0.6497 3.0016 2.6509
H 0.3076 1.8791 2.6670
O 0.0906 2.6703 3.1801
H -0.4506 -0.5050 3.1938
H -1.5286 -1.7587 3.3607
O -1.3371 -0.8708 3.0557
H -3.5476 -1.5351 -0.2354
H -2.3937 -2.3821 -0.8757
O -3.1601 -1.8188 -1.0757
H 2.9601 0.6371 2.1577
H 1.7648 0.4124 1.1168
O 2.2811 0.0324 1.8329
H 1.7062 -3.8486 1.7023
H 2.2157 -3.2399 0.4122
O 1.3922 -3.5639 0.8367

[3]
71
Properties=species:S:1:pos:R:3 method="wB97M-V/def2-TZVPD" charge=-2 s_squared=15.845 multiplicity=8 relative_energy_kj_mol=0.0 e_homo_ev="-1.073 / -1.088" orbital_gap_ha="0.19228 / 0.19283" energy_ha=-3471.13304
Gd 10.1407 10.4041 15.7422
O 11.0203 11.7554 19.9025
C 10.3308 11.1393 19.0604
O 10.7536 10.7968 17.8453
C 8.8552 10.7095 19.3154
C 8.7154 9.2598 18.8152
C 7.6134 8.5742 19.5132
C 6.3800 9.3589 18.9892
C 6.9627 10.2920 17.9427
O 8.0928 9.4591 17.4596
C 7.7112 11.4665 18.6070
C 8.1152 12.5883 17.5004
O 7.7532 13.7572 17.6831
O 8.7586 12.1081 16.4629
H 8.7398 10.6898 20.4107
H 9.6273 8.7256 18.7377
H 7.5171 7.4967 19.2235
H 7.7046 8.6018 20.6290
H 5.7309 8.5857 18.4812
H 5.8322 9.8278 19.8164
H 6.2877 10.6117 17.1245
H 7.1384 12.0459 19.3662
C 7.3863 14.5405 14.3641
C 8.2293 13.4902 13.6331
N 7.6944 12.3087 13.5359
N 8.0715 11.4439 12.6314
C 7.6352 10.1705 12.8226
S 7.9634 9.2231 14.1570
S 6.6007 9.3624 11.6328
C 7.6629 9.3442 10.2022
C 8.0004 7.9061 9.6835
C 7.6924 7.5478 8.3696
C 7.9273 6.2523 7.9239
C 8.6831 5.4207 8.7653
C 9.2652 5.9024 9.9477
C 8.8686 7.1144 10.4375
C 9.5683 13.7348 13.0332
C 9.7668 14.9066 12.2397
C 11.0258 15.2265 11.7697
C 12.0534 14.2748 11.8714
C 11.8672 13.0602 12.4913
C 10.6652 12.8468 13.2598
O 10.6903 11.9453 14.1576
H 7.5650 15.5367 13.9391
H 7.5614 14.5729 15.4262
H 6.3371 14.2528 14.3004
H 8.5336 10.0281 10.3640
H 7.1270 9.9051 9.3570
H 7.2918 8.3138 7.7347
H 7.4972 5.9152 6.9963
H 8.9198 4.4128 8.4135
H 10.0453 5.3031 10.4521
H 9.1478 7.4702 11.4432
H 8.9302 15.6186 12.0504
H 11.1497 16.1842 11.2706
H 13.0170 14.5477 11.4768
H 12.6064 12.2629 12.3856
O 12.2310 9.4938 15.5915
C 11.7973 8.3546 15.9944
O 10.5953 8.0008 16.0221
C 12.8670 7.4017 16.5779
C 12.5705 6.2800 17.3449
C 13.5837 5.6087 18.0526
C 14.8596 6.1537 18.0523
C 15.1721 7.2308 17.2346
C 14.1974 7.8328 16.4926
H 11.5449 5.9271 17.3620
H 13.3647 4.6692 18.5500
H 15.6519 5.7997 18.7108
H 16.1946 7.6034 17.3123
H 14.3936 8.6925 15.8760

[4]
47
Properties=species:S:1:pos:R:3 method="wB97M-V/def2-TZVPD" smiles="C/C=C/c1ccc(OCCOc2cc(C=O)ccc2OC)c(OC)c1" charge=0 relative_energy_kj_mol=217.4 e_homo_ev=-7.905 orbital_gap_ha=0.30719 energy_ha=-1151.44162
C -4.3198 -4.0016 2.1071
C -3.6970 -2.6903 1.7718
C -2.9421 -2.4766 0.6966
C -2.3025 -1.2272 0.3121
C -2.5140 -0.0167 0.9694
C -1.8392 1.1231 0.5797
C -0.9250 1.1094 -0.4681
O -0.1710 2.2007 -0.8207
C 0.0804 3.2070 0.1399
C 1.5488 3.6323 0.0181
O 2.4080 2.7361 0.6899
C 2.4742 1.4657 0.1509
C 3.1606 1.2224 -1.0198
C 3.2634 -0.0729 -1.5323
C 3.9807 -0.3230 -2.7797
O 4.1472 -1.4017 -3.2934
C 2.6594 -1.1218 -0.8431
C 1.9757 -0.8936 0.3323
C 1.8665 0.3964 0.8460
O 1.2015 0.7252 1.9764
C 0.6266 -0.3030 2.7494
C -0.7638 -0.0818 -1.1992
O 0.0388 -0.2582 -2.2894
C 0.3324 0.8335 -3.1318
C -1.4418 -1.2195 -0.7837
H -3.9782 -4.3437 3.0844
H -4.0724 -4.7557 1.3641
H -5.4041 -3.9005 2.1582
H -3.8982 -1.8944 2.4757
H -2.7548 -3.3037 0.0225
H -3.2091 0.0460 1.7913
H -2.0278 2.0446 1.1089
H -0.0768 2.8357 1.1566
H -0.5763 4.0662 -0.0479
H 1.8117 3.7165 -1.0445
H 1.6983 4.5956 0.5094
H 3.6287 2.0483 -1.5373
H 4.3855 0.5967 -3.2514
H 2.7321 -2.1172 -1.2527
H 1.5047 -1.7206 0.8386
H 0.1888 0.1932 3.6140
H 1.3832 -1.0171 3.0870
H -0.1589 -0.8279 2.1971
H -0.5662 1.4131 -3.3586
H 1.0861 1.4929 -2.6982
H 0.7233 0.3912 -4.0483
H -1.2676 -2.1234 -1.3473